A cluster of 2 separate species, C34H37FN2O5S in total at a distorted geometry. Source: the Open Molecules 2025 dataset; level of theory: wB97M-V/def2-TZVPD.

Properties
- Net charge: 0
- Kohn-Sham gap: 0.1539 Eh
- HOMO energy: -6.18 eV

Structure (XYZ):
```
80
Properties=species:S:1:pos:R:3:forces:R:3
C -4.045391 -4.335026 -0.650165 -0.37 -0.09 0.12
N -2.790354 -3.642617 -0.764034 0.72 -0.53 -0.73
C -1.791842 -4.122060 -1.565457 -0.42 -0.78 -0.42
O -1.814299 -5.168139 -2.212557 0.12 1.29 0.88
C -0.655481 -3.111976 -1.539742 0.43 -0.66 0.24
C -0.331137 -2.561781 -2.931428 -0.21 -0.22 -0.13
C -1.556079 -1.932170 -3.558424 0.06 0.27 -0.43
C -2.532440 -2.734150 -4.163607 -0.02 -0.02 -0.07
C -3.680083 -2.166350 -4.719218 0.17 0.16 0.14
C -3.849521 -0.775901 -4.685974 0.08 -0.03 0.20
C -2.859776 0.038133 -4.119659 0.04 -0.17 -0.02
C -1.711349 -0.542463 -3.571657 -0.16 -0.14 0.02
N -1.164596 -2.091537 -0.635159 0.94 1.69 0.84
C -0.417337 -1.031174 -0.278624 -0.48 -1.55 -0.46
C -0.903621 0.053943 0.447770 0.02 1.09 0.94
C -0.098326 1.144339 0.771876 -0.43 -1.13 -0.94
C -0.590836 2.345163 1.393723 -0.73 1.24 0.87
C 0.162467 3.550604 1.354218 0.02 -0.71 -0.11
C -0.266169 4.702466 2.003937 -0.49 -0.06 0.24
C -1.484019 4.703965 2.709022 0.28 -0.46 -0.34
C -2.275463 3.543537 2.717702 0.13 -0.05 -0.05
C -1.843258 2.385642 2.071661 0.50 0.09 -0.19
C -2.557092 -2.328074 -0.196546 -0.26 -0.07 -0.12
C -3.583869 -1.299423 -0.754603 0.43 -0.11 -0.15
C -4.675061 -1.185288 0.305920 -0.43 0.29 0.09
C -4.192821 -1.924804 1.576523 -0.49 -0.01 0.32
C -2.755703 -2.376474 1.344479 0.38 0.07 -0.38
H -3.928841 -5.313135 -1.123182 0.00 0.19 0.10
H -4.312934 -4.465143 0.403033 0.01 -0.09 -0.16
H -4.857987 -3.792679 -1.152428 0.17 -0.07 0.05
H 0.228342 -3.609350 -1.097922 -0.26 0.28 -0.20
H 0.493302 -1.839366 -2.841864 -0.18 -0.27 -0.14
H -0.011584 -3.425721 -3.532476 0.10 0.31 0.15
H -2.368493 -3.814475 -4.215581 -0.15 0.37 0.05
H -4.428176 -2.818313 -5.181619 0.25 0.34 0.15
H -4.757502 -0.329800 -5.094482 0.30 -0.09 0.05
H -2.966622 1.127326 -4.105892 -0.03 -0.43 -0.06
H -0.910896 0.074729 -3.152026 -0.33 -0.07 -0.13
H 0.638894 -1.067703 -0.573512 -0.15 0.11 0.00
H -1.950211 0.029761 0.764147 0.51 0.25 -0.24
H 0.955059 1.098187 0.488565 -0.01 0.16 0.03
H 1.097880 3.543629 0.792798 -0.12 0.02 0.24
H 0.349386 5.604120 1.986081 -0.22 -0.33 -0.05
H -1.811919 5.595475 3.249172 0.11 -0.30 -0.22
H -3.230623 3.535613 3.251082 0.37 0.02 -0.20
H -2.456105 1.481239 2.104710 0.14 0.36 0.12
H -3.087013 -0.338842 -0.930835 -0.13 -0.26 -0.04
H -3.959420 -1.651336 -1.725189 0.17 0.15 0.21
H -4.869740 -0.129284 0.538838 -0.07 -0.28 -0.13
H -5.615490 -1.618373 -0.062793 0.22 0.19 0.17
H -4.267415 -1.263723 2.449466 0.00 -0.29 -0.13
H -4.837201 -2.793441 1.764530 0.14 0.28 0.07
H -2.559798 -3.397113 1.697061 0.04 0.32 -0.01
H -2.045584 -1.698326 1.825078 -0.08 -0.26 0.01
C 5.908973 -2.638542 2.370469 0.17 -0.10 0.21
C 4.777415 -2.295754 1.440987 -0.16 0.35 0.38
O 4.373796 -0.929682 1.749010 -0.49 -1.41 -0.84
C 3.486552 -0.438009 0.844722 0.73 2.86 0.48
C 3.339247 1.038807 1.012641 0.34 -1.54 2.05
F 3.169951 1.638634 -0.189571 -0.37 0.97 -1.55
S 4.720207 1.839415 1.953878 -1.37 -1.07 -1.37
C 4.643855 3.569787 1.475805 -0.30 0.20 -0.17
C 5.631089 4.094521 0.642640 -0.24 0.10 -0.18
C 5.454240 5.363342 0.077393 -0.18 -0.07 0.33
C 4.295200 6.099890 0.360952 0.04 -0.17 0.14
C 3.340798 5.594536 1.257927 0.33 -0.19 0.06
C 3.534443 4.334580 1.836168 -0.06 0.08 -0.23
O 4.432900 1.724107 3.363428 0.40 0.13 -0.10
O 5.944102 1.354995 1.361458 0.93 0.27 0.54
O 2.934039 -1.094441 -0.030358 -0.24 -0.28 0.12
H 6.252692 -3.652132 2.147896 0.02 0.03 0.05
H 6.753708 -1.951647 2.237407 -0.26 -0.09 0.09
H 5.569514 -2.613351 3.410651 0.16 0.08 -0.11
H 5.116322 -2.369783 0.396756 -0.37 0.14 0.26
H 3.911893 -2.952547 1.613070 0.27 0.08 -0.26
H 6.512131 3.495161 0.419818 -0.28 0.07 0.00
H 6.229018 5.759696 -0.585136 -0.36 -0.07 0.22
H 4.139651 7.077385 -0.103111 0.07 -0.33 0.15
H 2.445754 6.171553 1.516772 0.45 -0.13 -0.16
H 2.816658 3.917144 2.543589 0.14 0.10 -0.20
```
Positions in Å, forces in eV/Å.

***

A structure of composition C34H37MoN4O4S3 at a distorted geometry. Source: the Open Molecules 2025 dataset; level of theory: wB97M-V/def2-TZVPD.

Properties
- <S²>: 0.770
- Net charge: 0
- Multiplicity: 2
- Kohn-Sham gap (alpha / beta): 0.1958 / 0.2497 Eh
- HOMO energy (alpha / beta): -5.61 / -7.11 eV

Structure (XYZ):
```
83
Properties=species:S:1:pos:R:3:forces:R:3
Mo -0.128661 0.410336 -0.498574 -0.19 -0.18 -1.72
O 4.128498 1.837179 0.692880 1.02 -2.59 1.08
C 4.722451 0.625928 0.779567 -0.04 -0.30 0.14
C 6.053968 0.589171 1.189707 0.02 0.01 -0.02
C 6.726484 -0.614235 1.265606 -0.02 0.01 0.02
C 6.082124 -1.802506 0.930502 0.04 -0.01 -0.01
C 4.760431 -1.770473 0.533789 0.01 0.04 0.01
C 4.053100 -0.567524 0.460836 0.04 0.08 0.02
C 2.625415 -0.567571 0.068925 -0.12 -0.32 -0.19
O 1.964682 0.567475 0.147986 -0.39 0.01 -0.13
N 2.083926 -1.681525 -0.326756 0.14 0.11 0.03
N 0.767175 -1.467493 -0.652061 0.36 -0.27 0.08
C 0.028298 -2.492198 -1.041400 -0.02 0.06 0.04
C -1.331106 -2.218592 -1.240438 0.04 0.09 0.06
C -2.270277 -3.156256 -1.728502 0.00 -0.02 0.01
C -3.575195 -2.801518 -1.888746 0.03 0.04 0.03
C -3.973845 -1.485831 -1.541679 -0.03 -0.06 -0.04
C -3.035943 -0.612362 -1.073371 0.02 0.01 0.03
N -1.726913 -0.925656 -0.915666 -0.16 -0.29 -0.04
H 3.203656 1.674442 0.390929 0.04 -0.49 0.27
H 6.540354 1.524449 1.434981 0.01 0.02 -0.02
H 7.759905 -0.628074 1.588577 0.01 0.00 -0.01
H 6.613811 -2.743423 0.978310 -0.01 0.00 0.01
H 4.238037 -2.678952 0.268881 -0.02 0.00 0.02
H 0.468236 -3.474058 -1.157758 -0.01 -0.01 -0.04
H -1.917346 -4.148816 -1.976233 -0.02 -0.01 -0.01
H -4.297741 -3.508639 -2.273656 0.01 -0.01 0.01
H -4.999833 -1.164170 -1.646105 0.01 0.02 0.01
H -3.318471 0.394943 -0.799138 0.05 0.04 -0.01
O -0.202070 -0.308805 1.702055 -0.05 0.15 -0.25
S -0.149789 -0.626035 3.158948 -0.08 0.01 0.10
C 0.295462 0.893794 4.116395 -0.08 -0.15 0.14
C 0.762344 2.104198 3.321445 0.05 -0.15 -0.15
C 2.232047 1.995824 2.924626 -0.08 -0.04 0.04
C 2.891783 3.306110 2.529157 -0.01 0.38 0.32
S 2.169559 4.125531 1.044476 0.43 0.10 0.00
O 1.052609 3.274714 0.550356 -0.13 0.12 -0.04
C 3.539937 3.822043 -0.080477 -0.29 1.61 -0.73
C 3.322332 2.963514 -1.141747 -0.21 1.17 -1.27
C 4.361595 2.708612 -2.027021 -0.21 0.12 -0.02
C 5.589576 3.329729 -1.856235 0.04 -0.04 0.05
C 5.783563 4.219417 -0.805776 0.00 -0.06 0.00
C 4.756929 4.467541 0.090698 -0.30 0.19 -0.11
C -1.868108 -0.758343 3.658440 0.08 -0.01 0.10
C -2.166292 -1.048958 4.984616 0.03 0.02 -0.02
C -3.491995 -1.137809 5.373857 -0.02 0.00 -0.02
C -4.504449 -0.941809 4.440237 0.02 -0.02 0.01
C -4.190539 -0.685485 3.114524 0.00 -0.01 0.03
C -2.863129 -0.604659 2.712721 0.01 -0.02 -0.13
H 1.095909 0.533929 4.767005 -0.06 0.07 0.10
H -0.575552 1.132585 4.722177 -0.03 -0.02 0.02
H 0.592734 2.978963 3.957234 0.03 0.00 -0.01
H 0.163390 2.235249 2.420697 -0.07 0.04 0.08
H 2.319927 1.267920 2.120833 -0.05 0.04 0.16
H 2.814943 1.616725 3.770410 0.00 -0.03 0.05
H 3.948210 3.141415 2.320151 -0.17 0.19 0.16
H 2.790117 4.043484 3.328813 -0.06 0.00 0.04
H 2.346922 2.505238 -1.252346 0.01 -0.04 -0.03
H 4.212546 2.011904 -2.841720 0.00 0.00 -0.04
H 6.398760 3.121926 -2.544072 0.01 0.02 -0.01
H 6.733572 4.725101 -0.691987 0.02 -0.02 0.03
H 4.904832 5.153927 0.916993 -0.01 0.02 0.00
H -1.371005 -1.203557 5.705017 -0.01 0.00 0.02
H -3.736660 -1.364669 6.402995 0.00 0.02 0.00
H -5.539505 -1.001295 4.749789 0.00 -0.01 0.00
H -4.977133 -0.544116 2.384997 0.00 -0.02 -0.01
H -2.599916 -0.425626 1.677759 0.00 0.01 0.07
S -2.457026 2.543562 1.052568 -0.13 -0.07 -0.25
C -1.406718 1.688441 0.293828 0.70 0.58 0.36
C -0.655081 3.235226 -3.076561 0.08 -0.08 0.15
C -0.245478 1.780970 -3.334235 -0.11 0.06 -0.49
C -1.351796 1.059046 -4.117944 0.07 -0.05 0.16
C 1.066742 1.732387 -4.122626 0.05 -0.09 0.16
N -0.079603 1.115800 -2.077145 -0.21 0.03 1.70
H -0.910418 3.721997 -4.018792 0.01 0.01 -0.01
H 0.158068 3.783235 -2.599473 0.00 -0.01 0.03
H -1.517357 3.265649 -2.409992 -0.04 0.02 -0.04
H -1.457249 1.500995 -5.109398 -0.01 0.01 0.00
H -2.303135 1.142782 -3.590750 -0.01 -0.02 0.00
H -1.109121 0.000727 -4.225710 -0.01 0.00 -0.02
H 0.912759 2.140408 -5.122000 0.01 0.03 0.00
H 1.416986 0.703440 -4.212317 -0.01 -0.02 -0.04
H 1.837920 2.317794 -3.620156 -0.01 0.00 -0.01
```
Positions in Å, forces in eV/Å.